1.
ORCA calculation (ωB97M-V/def2-TZVPD) on a structure of composition C14H6Cl2NO6Ti.

```
! RIJCOSX wB97M-V def2-TZVPD def2/J DEFGRID3
* xyz 1 1
Ti 1.424 -0.444 -1.416
O -1.858 -1.455 0.950
C -0.760 -1.405 0.489
O -0.778 -0.914 -2.004
C 0.452 -0.976 1.301
C 0.587 -1.188 2.655
C 1.818 -0.913 3.248
C 2.892 -0.475 2.483
C 2.674 -0.274 1.136
N 1.481 -0.500 0.599
C 3.729 0.032 0.108
O 4.851 0.308 0.339
O 3.181 -0.115 -1.159
H -0.247 -1.581 3.220
H 1.947 -1.083 4.309
H 3.877 -0.312 2.899
Cl -5.215 1.636 -1.628
C -3.495 1.501 -1.553
C -2.746 2.629 -1.243
C -1.364 2.549 -1.176
Cl -0.413 3.931 -0.793
C -0.759 1.332 -1.422
O 0.601 1.131 -1.394
C -1.532 0.231 -1.721
C -0.487 -1.921 -0.976
O 0.863 -2.164 -1.204
C -2.901 0.272 -1.809
H -3.238 3.573 -1.051
H -1.099 -2.806 -1.131
H -3.486 -0.602 -2.057
*
```

Values from the calculation:
HOMO level (eV): -12.35
Strongest force on any atom (hartree/bohr): 0.023
Gap between HOMO and LUMO (eV): 7.08
LUMO (eV): -5.3



2.
ORCA calculation (ωB97M-V/def2-TZVPD) on a structure of composition C14H6N3O10PdSSe3Te.

```
! RIJCOSX wB97M-V def2-TZVPD def2/J DEFGRID3
* xyz -1 1
Pd 0.244 0.630 0.368
Se 0.028 0.477 2.810
Se -2.205 0.135 3.096
Te -2.743 -1.552 1.325
Se -0.662 -2.192 0.520
O -0.398 0.182 -3.681
C -0.382 0.608 -2.537
O 0.437 0.214 -1.624
C -1.370 1.706 -2.167
C -1.707 2.610 -3.148
C -2.562 3.667 -2.857
C -3.082 3.842 -1.595
C -2.732 2.937 -0.613
C -1.917 1.810 -0.861
O -1.737 0.864 0.027
N -3.274 3.191 0.724
O -2.589 2.909 1.682
O -4.380 3.704 0.794
N -2.918 4.622 -3.903
O -2.421 4.474 -5.003
O -3.665 5.539 -3.610
H -1.307 2.475 -4.142
H -3.739 4.667 -1.369
O 2.545 2.404 -0.835
C 2.965 1.410 -0.290
N 2.258 0.646 0.625
S 3.086 -0.688 1.124
O 3.354 -0.618 2.535
O 2.505 -1.903 0.619
C 4.551 -0.305 0.214
C 5.753 -0.984 0.184
C 6.753 -0.467 -0.628
C 6.544 0.694 -1.372
C 5.331 1.366 -1.318
C 4.336 0.847 -0.509
H 5.904 -1.884 0.765
H 7.708 -0.973 -0.688
H 7.340 1.072 -2.000
H 5.146 2.269 -1.884
*
```

Values from the calculation:
HOMO level (alpha / beta) (eV): -5.75 / -5.74
Strongest force on any atom (hartree/bohr): 0.010
Gap between HOMO and LUMO (alpha / beta) (eV): 5.12 / 5.11
LUMO (alpha / beta) (eV): -0.6 / -0.6



In eV, the energy relative to the best compared isomer or geometry (same formula, charge and spin) values for the records above are, in order, 2.348 0.000.